Run i
# C18H54O9

A cluster of 9 separate species, C18H54O9 in total (wB97M-V/def2-TZVPD, the OMol25 dataset).

Calculated values
- Molecular weight: 414.62 g mol⁻¹
- HOMO level: -10.1 eV
- SMILES: CCO.CCO.CCO.CCO.CCO.CCO.CCO.CCO.CCO
- Lowest unoccupied orbital energy: 0.3 eV
- Kohn-Sham gap: 10.424 eV

Last columns: bonded neighbours and bond lengths (Å).
CARTESIAN COORDINATES (ANGSTROEM)
1 C 0.777 -6.803 -1.784  C2 1.604, H4 1.090, H5 1.090, H6 1.090
2 C 2.178 -7.582 -1.852  C1 1.604, O3 1.439, H7 1.090, H8 1.090
3 O 1.921 -8.992 -1.720  C2 1.439, H9 0.960
4 H 0.877 -5.730 -1.620  C1 1.090
5 H 0.244 -7.056 -0.867  C1 1.090
6 H 0.226 -7.059 -2.688  C1 1.090
7 H 2.776 -7.283 -0.991  C2 1.090
8 H 2.741 -7.462 -2.777  C2 1.090
9 H 1.725 -9.100 -0.786  O3 0.960
10 C -1.585 0.579 0.371  C11 1.572, H13 1.090, H14 1.090, H15 1.090
11 C -0.061 0.956 0.450  C10 1.572, O12 1.397, H16 1.090, H17 1.090
12 O 0.396 0.623 -0.828  C11 1.397, H18 0.960
13 H -2.094 0.461 1.327  C10 1.090
14 H -1.737 -0.337 -0.200  C10 1.090
15 H -2.263 1.285 -0.109  C10 1.090
16 H 0.582 0.398 1.130  C11 1.090
17 H -0.012 2.012 0.716  C11 1.090
18 H 1.329 0.845 -0.771  O12 0.960
19 C 3.640 6.589 -2.750  C20 1.538, H22 1.090, H23 1.090, H24 1.090
20 C 4.303 5.214 -2.937  C19 1.538, O21 1.409, H25 1.090, H26 1.090
21 O 4.223 4.491 -1.731  C20 1.409, H27 0.960
22 H 3.335 6.986 -3.718  C19 1.090
23 H 4.252 7.273 -2.162  C19 1.090
24 H 2.671 6.478 -2.263  C19 1.090
25 H 5.299 5.229 -3.380  C20 1.090
26 H 3.689 4.673 -3.658  C20 1.090
27 H 4.855 4.817 -1.087  O21 0.960
28 C -1.493 8.007 1.800  C29 1.500, H31 1.090, H32 1.090, H33 1.090
29 C -2.682 8.710 2.382  C28 1.500, O30 1.436, H34 1.090, H35 1.090
30 O -2.299 10.071 2.635  C29 1.436, H36 0.960
31 H -0.665 8.642 1.484  C28 1.090
32 H -1.757 7.338 0.981  C28 1.090
33 H -1.050 7.287 2.488  C28 1.090
34 H -3.068 8.230 3.281  C29 1.090
35 H -3.518 8.684 1.682  C29 1.090
36 H -2.477 10.410 3.515  O30 0.960
37 C -4.886 -5.555 2.176  C38 1.603, H40 1.090, H41 1.090, H42 1.090
38 C -6.257 -4.852 2.619  C37 1.603, O39 1.360, H43 1.090, H44 1.090
39 O -6.781 -5.620 3.611  C38 1.360, H45 0.960
40 H -4.324 -4.870 1.541  C37 1.090
41 H -5.139 -6.476 1.650  C37 1.090
42 H -4.410 -5.875 3.102  C37 1.090
43 H -7.008 -4.788 1.832  C38 1.090
44 H -6.110 -3.816 2.926  C38 1.090
45 H -7.376 -5.236 4.259  O39 0.960
46 C 4.529 -1.318 -6.620  C47 1.525, H49 1.090, H50 1.090, H51 1.090
47 C 5.184 0.020 -6.943  C46 1.525, O48 1.422, H52 1.090, H53 1.090
48 O 5.912 0.050 -8.164  C47 1.422, H54 0.960
49 H 5.315 -2.072 -6.575  C46 1.090
50 H 3.806 -1.607 -7.383  C46 1.090
51 H 4.043 -1.395 -5.648  C46 1.090
52 H 5.759 0.333 -6.071  C47 1.090
53 H 4.385 0.730 -7.155  C47 1.090
54 H 6.730 0.441 -7.849  O48 0.960
55 C -2.135 -3.729 7.383  C56 1.519, H58 1.090, H59 1.090, H60 1.090
56 C -1.406 -5.047 7.186  C55 1.519, O57 1.370, H61 1.090, H62 1.090
57 O -0.231 -5.133 7.885  C56 1.370, H63 0.960
58 H -1.999 -3.197 8.325  C55 1.090
59 H -3.181 -3.988 7.220  C55 1.090
60 H -1.974 -3.075 6.526  C55 1.090
61 H -1.018 -5.041 6.168  C56 1.090
62 H -1.981 -5.910 7.522  C56 1.090
63 H -0.493 -5.314 8.790  O57 0.960
64 C 1.768 4.105 6.051  C65 1.535, H67 1.090, H68 1.090, H69 1.090
65 C 2.285 4.181 7.494  C64 1.535, O66 1.363, H70 1.090, H71 1.090
66 O 1.739 3.262 8.339  C65 1.363, H72 0.960
67 H 2.252 4.769 5.335  C64 1.090
68 H 0.684 4.217 6.010  C64 1.090
69 H 2.021 3.129 5.638  C64 1.090
70 H 2.089 5.095 8.054  C65 1.090
71 H 3.354 3.967 7.516  C65 1.090
72 H 2.140 2.402 8.192  O66 0.960
73 C -3.040 -2.121 -8.547  C74 1.552, H76 1.090, H77 1.090, H78 1.090
74 C -2.200 -0.821 -8.440  C73 1.552, O75 1.392, H79 1.090, H80 1.090
75 O -2.258 -0.203 -7.194  C74 1.392, H81 0.960
76 H -3.123 -2.523 -9.557  C73 1.090
77 H -4.101 -1.922 -8.397  C73 1.090
78 H -2.692 -2.827 -7.793  C73 1.090
79 H -2.536 -0.105 -9.189  C74 1.090
80 H -1.162 -1.011 -8.712  C74 1.090
81 H -1.454 -0.135 -6.673  O75 0.960

***

Run ii
# C18H54O9

A cluster of 9 separate species, C18H54O9 in total (wB97M-V/def2-TZVPD, the OMol25 dataset).

Calculated values
- Molecular weight: 414.62 g mol⁻¹
- HOMO level: -9.9 eV
- SMILES: CCO.CCO.CCO.CCO.CCO.CCO.CCO.CCO.CCO
- Lowest unoccupied orbital energy: 0.2 eV
- Kohn-Sham gap: 10.059 eV

Last columns: bonded neighbours and bond lengths (Å).
CARTESIAN COORDINATES (ANGSTROEM)
1 C -2.503 2.180 -2.692  C2 1.532, H4 1.091, H5 1.092, H6 1.089
2 C -1.356 1.186 -2.904  C1 1.532, O3 1.443, H7 1.090, H8 1.093
3 O -0.264 1.521 -2.022  C2 1.443, H9 0.975
4 H -3.008 1.939 -1.756  C1 1.091
5 H -3.238 2.118 -3.498  C1 1.092
6 H -2.101 3.190 -2.649  C1 1.089
7 H -0.951 1.249 -3.914  C2 1.090
8 H -1.702 0.174 -2.678  C2 1.093
9 H -0.559 1.159 -1.167  O3 0.975
10 C -2.755 -2.947 3.706  C11 1.514, H13 1.090, H14 1.089, H15 1.091
11 C -1.688 -3.411 2.737  C10 1.514, O12 1.430, H16 1.099, H17 1.094
12 O -0.995 -4.500 3.352  C11 1.430, H18 0.962
13 H -3.362 -3.795 4.019  C10 1.090
14 H -3.371 -2.161 3.272  C10 1.089
15 H -2.285 -2.533 4.599  C10 1.091
16 H -0.966 -2.600 2.570  C11 1.099
17 H -2.036 -3.695 1.739  C11 1.094
18 H -0.421 -4.886 2.684  O12 0.962
19 C 2.587 0.700 -3.284  C20 1.522, H22 1.091, H23 1.091, H24 1.090
20 C 2.285 1.729 -4.364  C19 1.522, O21 1.423, H25 1.089, H26 1.097
21 O 3.338 2.680 -4.467  C20 1.423, H27 0.962
22 H 2.749 1.257 -2.361  C19 1.091
23 H 3.466 0.120 -3.573  C19 1.091
24 H 1.754 0.022 -3.095  C19 1.090
25 H 1.374 2.288 -4.155  C20 1.089
26 H 2.113 1.226 -5.323  C20 1.097
27 H 4.115 2.212 -4.789  O21 0.962
28 C -2.287 -3.340 -2.309  C29 1.525, H31 1.091, H32 1.096, H33 1.092
29 C -3.008 -3.900 -3.531  C28 1.525, O30 1.424, H34 1.092, H35 1.089
30 O -2.675 -3.162 -4.702  C29 1.424, H36 0.962
31 H -1.205 -3.455 -2.387  C28 1.091
32 H -2.527 -3.896 -1.396  C28 1.096
33 H -2.567 -2.304 -2.106  C28 1.092
34 H -4.089 -3.930 -3.378  C29 1.092
35 H -2.636 -4.909 -3.704  C29 1.089
36 H -2.835 -2.229 -4.529  O30 0.962
37 C -4.747 1.368 1.886  C38 1.527, H40 1.093, H41 1.092, H42 1.091
38 C -4.023 0.051 1.613  C37 1.527, O39 1.412, H43 1.091, H44 1.095
39 O -3.443 0.063 0.326  C38 1.412, H45 0.970
40 H -4.052 2.208 1.975  C37 1.093
41 H -5.337 1.342 2.804  C37 1.092
42 H -5.396 1.627 1.048  C37 1.091
43 H -4.728 -0.779 1.681  C38 1.091
44 H -3.236 -0.087 2.362  C38 1.095
45 H -2.505 0.299 0.397  O39 0.970
46 C 3.226 2.463 2.720  C47 1.511, H49 1.092, H50 1.091, H51 1.095
47 C 4.569 2.867 3.282  C46 1.511, O48 1.417, H52 1.097, H53 1.093
48 O 5.559 2.882 2.269  C47 1.417, H54 0.961
49 H 2.500 2.273 3.513  C46 1.092
50 H 3.251 1.587 2.071  C46 1.091
51 H 2.750 3.240 2.112  C46 1.095
52 H 4.833 2.109 4.030  C47 1.097
53 H 4.469 3.831 3.787  C47 1.093
54 H 6.356 3.256 2.655  O48 0.961
55 C 3.959 -2.115 -0.686  C56 1.527, H58 1.092, H59 1.090, H60 1.093
56 C 5.032 -2.808 0.151  C55 1.527, O57 1.419, H61 1.090, H62 1.094
57 O 5.448 -4.031 -0.436  C56 1.419, H63 0.962
58 H 3.485 -1.321 -0.107  C55 1.092
59 H 3.209 -2.818 -1.049  C55 1.090
60 H 4.394 -1.663 -1.581  C55 1.093
61 H 4.650 -3.056 1.140  C56 1.090
62 H 5.876 -2.122 0.271  C56 1.094
63 H 5.976 -3.811 -1.209  O57 0.962
64 C 0.076 -1.447 -0.214  C65 1.513, H67 1.094, H68 1.089, H69 1.090
65 C 0.330 -0.274 0.707  C64 1.513, O66 1.433, H70 1.097, H71 1.093
66 O -0.723 0.690 0.588  C65 1.433, H72 0.976
67 H -0.774 -2.036 0.143  C64 1.094
68 H 0.950 -2.096 -0.231  C64 1.089
69 H -0.210 -1.147 -1.222  C64 1.090
70 H 1.232 0.260 0.381  C65 1.097
71 H 0.529 -0.596 1.732  C65 1.093
72 H -0.565 1.411 1.226  O66 0.976
73 C -1.390 3.991 1.086  C74 1.515, H76 1.094, H77 1.090, H78 1.089
74 C -0.943 3.783 2.519  C73 1.515, O75 1.438, H79 1.092, H80 1.093
75 O -0.414 2.453 2.655  C74 1.438, H81 0.961
76 H -2.143 3.241 0.826  C73 1.094
77 H -0.597 3.857 0.350  C73 1.090
78 H -1.844 4.977 0.998  C73 1.089
79 H -1.792 3.886 3.198  C74 1.092
80 H -0.177 4.522 2.764  C74 1.093
81 H -0.012 2.376 3.524  O75 0.961

***

Least stable: run i

***

Run i
# C22H27NO7

The molecule C22H27NO7 (wB97M-V/def2-TZVPD, the OMol25 dataset).

Calculated values
- Molecular weight: 417.46 g mol⁻¹
- HOMO level: -8.4 eV
- SMILES: CCCc1cc(=O)oc2c3c(cc(OCC(=O)N[C@@H](C)C(=O)O)c12)OC(C)(C)CC3
- Lowest unoccupied orbital energy: 0.3 eV
- Kohn-Sham gap: 8.660 eV

Last columns: bonded neighbours and bond lengths (Å).
CARTESIAN COORDINATES (ANGSTROEM)
1 C 3.782 -4.614 -0.857  H2 1.088, H3 1.088, H4 1.087, C5 1.524
2 H 3.209 -5.143 -0.099  C1 1.088
3 H 4.606 -4.099 -0.367  C1 1.088
4 H 4.197 -5.344 -1.547  C1 1.087
5 C 2.892 -3.623 -1.598  C1 1.524, C6 1.527, H56 1.092, H57 1.091
6 C 2.297 -2.612 -0.621  C5 1.527, C7 1.497, H54 1.092, H55 1.093
7 C 1.500 -1.506 -1.239  C6 1.497, C8 1.356, C17 1.448
8 C 1.088 -1.559 -2.530  C7 1.356, C9 1.438, H53 1.076
9 C 0.359 -0.496 -3.167  C8 1.438, O10 1.210, O11 1.371
10 O -0.153 -0.536 -4.263  C9 1.210
11 O 0.237 0.673 -2.460  C9 1.371, C12 1.351
12 C 0.578 0.755 -1.155  O11 1.351, C13 1.395, C17 1.407
13 C 0.256 1.966 -0.541  C12 1.395, C14 1.389, C48 1.500
14 C 0.459 2.091 0.828  C13 1.389, C15 1.398, O37 1.345
15 C 0.992 1.016 1.545  C14 1.398, C16 1.378, H36 1.079
16 C 1.330 -0.169 0.926  C15 1.378, C17 1.414, O18 1.380
17 C 1.158 -0.328 -0.468  C7 1.448, C12 1.407, C16 1.414
18 O 1.795 -1.213 1.699  C16 1.380, C19 1.419
19 C 0.838 -1.777 2.582  O18 1.419, C20 1.534, H34 1.091, H35 1.097
20 C -0.288 -2.427 1.767  C19 1.534, O21 1.211, N22 1.351
21 O -0.289 -3.603 1.476  C20 1.211
22 N -1.239 -1.562 1.353  C20 1.351, H23 1.011, C24 1.448
23 H -1.181 -0.578 1.573  N22 1.011
24 C -2.234 -1.928 0.366  N22 1.448, C25 1.525, H29 1.094, C30 1.532
25 C -2.266 -0.845 -0.706  C24 1.525, O26 1.205, O27 1.321
26 O -2.204 0.332 -0.456  C25 1.205
27 O -2.384 -1.347 -1.923  C25 1.321, H28 0.974
28 H -2.377 -0.666 -2.619  O27 0.974
29 H -1.936 -2.884 -0.075  C24 1.094
30 C -3.627 -2.045 0.992  C24 1.532, H31 1.088, H32 1.086, H33 1.086
31 H -3.928 -1.090 1.417  C30 1.088
32 H -4.350 -2.343 0.238  C30 1.086
33 H -3.607 -2.795 1.778  C30 1.086
34 H 1.375 -2.549 3.134  C19 1.091
35 H 0.435 -1.029 3.276  C19 1.097
36 H 1.126 1.128 2.610  C15 1.079
37 O 0.146 3.190 1.538  C14 1.345, C38 1.436
38 C -0.702 4.163 0.908  O37 1.436, C39 1.532, C43 1.528, C47 1.533
39 C -2.150 3.669 0.981  C38 1.532, H40 1.087, H41 1.086, H42 1.088
40 H -2.242 2.678 0.544  C39 1.087
41 H -2.806 4.354 0.451  C39 1.086
42 H -2.466 3.615 2.021  C39 1.088
43 C -0.531 5.441 1.727  C38 1.528, H44 1.087, H45 1.087, H46 1.086
44 H 0.496 5.790 1.668  C43 1.087
45 H -0.768 5.245 2.769  C43 1.087
46 H -1.192 6.217 1.351  C43 1.086
47 C -0.251 4.384 -0.540  C38 1.533, C48 1.524, H51 1.093, H52 1.090
48 C -0.337 3.088 -1.338  C13 1.500, C47 1.524, H49 1.093, H50 1.091
49 H -1.376 2.847 -1.579  C48 1.093
50 H 0.197 3.183 -2.286  C48 1.091
51 H 0.786 4.731 -0.524  C47 1.093
52 H -0.863 5.159 -0.999  C47 1.090
53 H 1.276 -2.414 -3.156  C8 1.076
54 H 3.102 -2.165 -0.033  C6 1.092
55 H 1.658 -3.150 0.084  C6 1.093
56 H 3.479 -3.102 -2.358  C5 1.092
57 H 2.094 -4.174 -2.098  C5 1.091

***

Run ii
# C22H27NO7

The molecule C22H27NO7 (wB97M-V/def2-TZVPD, the OMol25 dataset).

Calculated values
- Molecular weight: 417.46 g mol⁻¹
- HOMO level: -8.2 eV
- SMILES: CCOC(=O)c1[nH]c(COC(=O)CCCOc2ccccc2)c(C(=O)OCC)c1C
- Lowest unoccupied orbital energy: 0.8 eV
- Kohn-Sham gap: 9.000 eV

Last columns: bonded neighbours and bond lengths (Å).
CARTESIAN COORDINATES (ANGSTROEM)
1 C 4.562 0.065 -2.689  C2 1.521, H55 1.087, H56 1.086, H57 1.087
2 C 4.741 -0.048 -1.183  C1 1.521, H3 1.093, H4 1.095, O5 1.425
3 H 5.315 -0.943 -0.927  C2 1.093
4 H 5.245 0.842 -0.791  C2 1.095
5 O 3.489 -0.197 -0.519  C2 1.425, C6 1.349
6 C 2.915 0.918 -0.021  O5 1.349, O7 1.209, C8 1.456
7 O 3.406 2.019 -0.107  C6 1.209
8 C 1.667 0.590 0.655  C6 1.456, C9 1.387, N12 1.369
9 C 0.830 1.381 1.428  C8 1.387, C10 1.419, C51 1.484
10 C -0.215 0.533 1.877  C9 1.419, C11 1.396, C41 1.462
11 C 0.033 -0.739 1.356  C10 1.396, N12 1.341, C14 1.491
12 N 1.162 -0.682 0.635  C8 1.369, C11 1.341, H13 1.014
13 H 1.539 -1.457 0.101  N12 1.014
14 C -0.707 -2.014 1.583  C11 1.491, H15 1.091, H16 1.098, O17 1.433
15 H -1.494 -1.840 2.319  C14 1.091
16 H -0.004 -2.780 1.939  C14 1.098
17 O -1.389 -2.535 0.435  C14 1.433, C18 1.325
18 C -0.675 -3.072 -0.543  O17 1.325, O19 1.209, C20 1.514
19 O 0.533 -3.068 -0.590  C18 1.209
20 C -1.537 -3.790 -1.560  C18 1.514, H21 1.092, H22 1.095, C23 1.527
21 H -1.000 -3.808 -2.511  C20 1.092
22 H -1.599 -4.824 -1.206  C20 1.095
23 C -2.950 -3.237 -1.722  C20 1.527, H24 1.092, C25 1.532, H40 1.090
24 H -3.544 -3.956 -2.291  C23 1.092
25 C -3.019 -1.896 -2.458  C23 1.532, O26 1.411, H38 1.095, H39 1.097
26 O -2.556 -0.817 -1.675  C25 1.411, C27 1.363
27 C -1.391 -0.173 -1.968  O26 1.363, C28 1.397, C32 1.390
28 C -1.241 1.076 -1.360  C27 1.397, C29 1.378, H37 1.079
29 C -0.125 1.846 -1.608  C28 1.378, C30 1.386, H36 1.079
30 C 0.868 1.384 -2.458  C29 1.386, C31 1.381, H35 1.079
31 C 0.737 0.138 -3.037  C30 1.381, C32 1.386, H34 1.080
32 C -0.382 -0.643 -2.799  C27 1.390, C31 1.386, H33 1.079
33 H -0.446 -1.612 -3.270  C32 1.079
34 H 1.508 -0.241 -3.692  C31 1.080
35 H 1.733 1.997 -2.657  C30 1.079
36 H -0.028 2.815 -1.146  C29 1.079
37 H -2.025 1.419 -0.704  C28 1.079
38 H -2.494 -1.950 -3.417  C25 1.095
39 H -4.074 -1.674 -2.663  C25 1.097
40 H -3.404 -3.112 -0.739  C23 1.090
41 C -1.343 0.864 2.746  C10 1.462, O42 1.213, O43 1.340
42 O -2.088 0.047 3.244  C41 1.213
43 O -1.474 2.184 2.937  C41 1.340, C44 1.425
44 C -2.530 2.609 3.794  O43 1.425, C45 1.522, H49 1.092, H50 1.095
45 C -2.119 2.545 5.258  C44 1.522, H46 1.087, H47 1.086, H48 1.087
46 H -1.222 3.139 5.424  C45 1.087
47 H -2.921 2.931 5.881  C45 1.086
48 H -1.918 1.515 5.540  C45 1.087
49 H -2.746 3.636 3.491  C44 1.092
50 H -3.407 1.976 3.621  C44 1.095
51 C 1.025 2.819 1.741  C9 1.484, H52 1.086, H53 1.088, H54 1.089
52 H 1.926 3.180 1.255  C51 1.086
53 H 0.168 3.397 1.403  C51 1.088
54 H 1.109 2.962 2.817  C51 1.089
55 H 4.003 0.965 -2.931  C1 1.087
56 H 5.535 0.114 -3.170  C1 1.086
57 H 4.021 -0.799 -3.066  C1 1.087

***

Least stable: run ii